Record 1
{
  "formula": "C8H18ClMoOSSe3Te",
  "method": "ωB97M-V with the def2-TZVPD basis set",
  "gap_ha": 0.230,
  "charge": 1,
  "energy_ha": -8789.4783,
  "de_lowest_ev": 0.000,
  "lumo_ev": -4.4381,
  "species": ["Mo", "Se", "Se", "Te", "Se", "C", "H", "H", "C", "C", "C", "S", "O", "C", "C", "C", "H", "H", "H", "H", "H", "H", "H", "H", "H", "H", "H", "H", "H", "H", "Cl", "C", "H", "H"],
  "positions_angstrom": [[-0.16429, -0.36694, -2.46302], [1.60561, 0.03495, -4.09354], [2.35011, 2.25326, -4.32723], [2.08766, 2.89652, -1.94642], [-0.31214, 2.12323, -2.08668], [-1.98919, -0.17487, -2.83491], [-2.69433, -0.38654, -2.02887], [-2.44161, 0.18003, -3.76272], [-1.41538, 3.05548, 2.48067], [-0.21192, 2.47533, 1.74923], [-0.49847, 1.04754, 1.29784], [0.96747, 0.36087, 0.50363], [0.38475, -0.63039, -0.56128], [1.63726, -0.74946, 1.74320], [0.74060, -1.79690, 2.38052], [0.33820, -2.93054, 1.45520], [-1.22281, 4.07879, 2.78516], [-1.65098, 2.48045, 3.37172], [-2.29327, 3.05952, 1.84050], [0.66618, 2.49189, 2.39921], [0.02926, 3.08262, 0.86771], [-1.27129, 1.01916, 0.52270], [-0.79985, 0.40267, 2.12564], [2.03223, -0.05025, 2.48493], [2.50144, -1.19804, 1.24646], [-0.14448, -1.33341, 2.82661], [1.31409, -2.19235, 3.22212], [-0.39349, -2.60340, 0.71515], [-0.10399, -3.73707, 2.03228], [1.20140, -3.33349, 0.92645], [-0.12150, -2.89491, -2.27642], [-0.05234, -2.05079, -3.83511], [-0.94948, -2.27443, -4.41667], [0.87455, -2.33852, -4.34410]],
  "nbo_charge": [0.5451, 0.0499, -0.0866, 0.2578, -0.2430, -0.4440, 0.2369, 0.2512, -0.6047, -0.4122, -0.5830, 1.2619, -0.9048, -0.5812, -0.4128, -0.6103, 0.2346, 0.2121, 0.2140, 0.2096, 0.2207, 0.2605, 0.2385, 0.2551, 0.2573, 0.2094, 0.2372, 0.2068, 0.2320, 0.2123, 0.1327, -0.5328, 0.2409, 0.2390]
}

---

Record 2
{
  "formula": "C8H18Cr2KO22P2V",
  "method": "ωB97M-V with the def2-TZVPD basis set",
  "s_squared": 12.17,
  "gap_ha": [0.170, 0.171],
  "charge": -2,
  "energy_ha": -6286.8110,
  "spin_multiplicity": 7,
  "de_lowest_ev": 0.000,
  "lumo_ev": [2.6068, 2.6052],
  "species": ["K", "Cr", "Cr", "O", "V", "O", "P", "O", "O", "O", "O", "P", "O", "O", "O", "O", "C", "O", "O", "O", "C", "O", "O", "O", "C", "C", "O", "O", "H", "H", "H", "H", "H", "H", "C", "C", "O", "O", "H", "H", "H", "H", "H", "H", "C", "C", "O", "O", "H", "H", "H", "H", "H", "H"],
  "positions_angstrom": [[2.72279, -2.72538, -1.40297], [2.54906, 1.20242, -2.11767], [0.25973, 2.46878, 0.06391], [4.62612, -1.10035, 1.45252], [3.52104, 0.01749, 1.28344], [3.12301, 0.66177, 2.68258], [0.95363, -0.21719, -0.18504], [1.76972, -1.12540, 0.74390], [1.82499, 1.07145, -0.13186], [-0.34434, 0.53665, 0.27911], [1.32359, -0.35855, -1.72359], [5.00288, 1.16795, -1.08152], [6.44728, 1.19620, -1.39366], [4.63793, 1.56753, 0.41137], [4.01850, 0.00799, -1.27172], [4.06771, 2.26826, -1.71678], [1.20713, 3.99319, 1.62001], [0.15110, 4.52644, 1.00272], [2.15048, 3.86034, 0.75226], [0.79357, 2.81343, 2.06743], [0.44398, 2.91828, -2.65342], [0.99560, 2.02241, -3.42323], [-0.63029, 2.72058, -2.00571], [1.37688, 2.89646, -1.76750], [-3.28800, 2.07446, 0.88772], [-3.13873, 0.58190, 0.94240], [-2.23389, 0.11657, 1.92943], [-2.14639, 2.72597, 0.38716], [-3.58916, 2.39935, 1.89524], [-4.18829, 2.31427, 0.30038], [-2.93163, 0.14139, -0.03557], [-4.11351, 0.23601, 1.30877], [-1.38424, 0.15563, 1.45213], [-2.39514, 3.63305, 0.18444], [-1.77970, -0.97892, -3.12853], [-2.65110, -2.17859, -3.33866], [-2.84064, -2.48126, -4.72143], [-0.42950, -1.22414, -3.48053], [-1.88542, -0.59846, -2.09802], [-2.06051, -0.04427, -3.64145], [-3.65492, -1.97713, -2.95615], [-2.19798, -3.02309, -2.81157], [-2.24809, -1.95517, -5.26498], [0.13952, -0.76050, -2.82566], [-1.05410, -3.21958, 3.98408], [-0.31907, -3.00590, 2.67904], [0.92447, -2.37729, 2.93110], [-0.73733, -4.51935, 4.51711], [-2.14163, -3.22878, 3.88701], [-0.84407, -2.44044, 4.71960], [-0.91368, -2.37465, 2.00555], [-0.17850, -3.97044, 2.17178], [1.07709, -1.75578, 2.19382], [0.21205, -4.65561, 4.44119]],
  "nbo_charge": [0.9802, 1.4642, 1.4943, -0.5940, 1.4026, -0.4771, 2.5556, -1.1428, -1.0931, -1.0921, -1.1705, 2.5141, -1.1256, -1.0322, -1.1863, -1.0047, 0.8659, -0.7960, -0.6369, -0.6794, 0.9707, -0.7620, -0.7350, -0.6897, -0.0676, -0.0825, -0.7493, -0.7051, 0.1613, 0.1474, 0.1669, 0.1592, 0.5023, 0.4997, -0.1198, -0.0776, -0.7442, -0.7825, 0.1832, 0.1819, 0.1668, 0.1601, 0.4759, 0.5196, -0.0817, -0.1017, -0.7490, -0.7438, 0.1697, 0.1848, 0.1795, 0.1412, 0.5115, 0.4638]
}

---

Record 3
{
  "formula": "C8H18F6O8V",
  "method": "ωB97M-V with the def2-TZVPD basis set",
  "s_squared": 0.82,
  "gap_ha": [0.313, 0.333],
  "energy_ha": -2460.7614,
  "spin_multiplicity": 2,
  "de_lowest_ev": 0.000,
  "lumo_ev": [-0.5501, -0.0925],
  "species": ["O", "V", "C", "O", "O", "C", "F", "F", "F", "C", "C", "H", "H", "H", "H", "H", "H", "C", "O", "O", "C", "F", "F", "F", "C", "C", "H", "H", "H", "H", "H", "H", "O", "H", "H", "O", "H", "H", "O", "H", "H"],
  "positions_angstrom": [[1.75155, 1.17490, 0.99095], [0.91221, -0.09564, 0.39132], [0.29872, -1.10890, 3.65979], [-0.00192, 0.16265, 4.22943], [0.55583, -1.01634, 2.33820], [1.28543, -1.79685, 4.62496], [1.03821, -1.41850, 5.87779], [1.12719, -3.13133, 4.57189], [2.57305, -1.52196, 4.36387], [-1.26177, 0.69283, 3.93275], [-1.56026, 1.93310, 4.73610], [-2.26556, 2.55697, 4.17863], [-1.90942, 1.75310, 5.75279], [-0.73199, 2.64109, 4.82019], [-2.13752, 0.04568, 3.80195], [-1.17879, 1.05440, 2.89569], [-0.61534, -1.71706, 3.76235], [0.82414, 0.21552, -3.06301], [-0.12497, 1.10127, -3.62621], [0.92817, 0.53973, -1.74656], [0.59744, -1.26747, -3.45961], [-0.68662, -1.58790, -3.12802], [0.73589, -1.57168, -4.73969], [1.37334, -2.06997, -2.70920], [-0.09408, 1.24901, -5.03841], [-1.49144, 1.52677, -5.62331], [-1.78404, 2.51263, -5.26709], [-1.50801, 1.52800, -6.71194], [-2.15913, 0.73051, -5.29603], [0.40662, 0.45581, -5.59361], [0.56405, 2.10592, -5.23006], [1.83592, 0.47133, -3.41778], [-0.49612, -1.65861, -0.25244], [-1.05456, -1.98262, 0.47058], [-0.74268, -2.18022, -1.02618], [-0.83890, 1.36951, 0.45012], [-1.43181, 1.95440, 0.93036], [-0.98378, 1.56672, -0.49217], [2.41160, -1.57575, -0.02121], [2.88997, -1.47467, -0.85679], [2.94938, -2.16639, 0.51960]],
  "nbo_charge": [-0.4118, 1.5346, 0.3356, -0.5343, -0.8760, 0.9343, -0.3134, -0.3329, -0.3262, -0.0585, -0.6232, 0.2019, 0.2081, 0.2229, 0.1681, 0.1356, 0.1163, 0.3212, -0.5370, -0.8513, 0.9226, -0.3563, -0.3075, -0.3383, -0.0774, -0.6241, 0.2107, 0.2134, 0.2121, 0.1776, 0.1635, 0.1279, -0.9316, 0.5158, 0.5228, -0.9229, 0.5120, 0.5176, -0.8922, 0.5164, 0.5236]
}

---

Record 4
{
  "formula": "C8H18IN2S",
  "method": "ωB97M-V with the def2-TZVPD basis set",
  "gap_ha": 0.321,
  "charge": 1,
  "energy_ha": -1120.6572,
  "de_lowest_ev": 2.813,
  "lumo_ev": -2.8559,
  "species": ["C", "C", "C", "C", "C", "C", "C", "C", "N", "N", "S", "I", "H", "H", "H", "H", "H", "H", "H", "H", "H", "H", "H", "H", "H", "H", "H", "H", "H", "H"],
  "positions_angstrom": [[-0.38972, -0.90720, -0.21562], [0.25496, 1.32722, -0.48611], [-1.69384, -0.57342, 0.46747], [-1.02633, 1.83087, 0.22917], [2.29027, -0.57287, -2.07813], [-3.37830, 1.32366, 0.64752], [2.43535, -1.93060, 1.82653], [2.38251, -0.60839, -0.61908], [0.53820, 0.03275, 0.12537], [-2.14271, 0.80373, 0.01205], [2.49457, -2.18549, -0.01579], [3.63777, 0.93046, 0.08168], [-0.17788, -1.87943, 0.23400], [-0.56970, -1.02828, -1.29323], [0.05551, 1.12236, -1.64542], [1.12999, 1.97285, -0.34345], [-2.49763, -1.24343, 0.06428], [-1.75319, -0.47315, 1.49252], [-0.86502, 1.68550, 1.32159], [-1.32856, 2.72072, -0.12542], [2.16922, 0.44472, -2.39488], [3.26424, -0.96521, -2.54152], [1.42096, -1.18907, -2.52963], [-4.24639, 0.63144, 0.52278], [-3.11073, 1.33546, 1.73627], [-3.68670, 2.19055, 0.20865], [1.56327, -2.51569, 2.22589], [2.22997, -0.92552, 1.96599], [3.38761, -2.20270, 2.12644], [-2.38766, 0.84819, -0.99993]],
  "nbo_charge": [-0.2782, -0.2718, -0.1908, -0.2105, -0.7482, -0.4110, -0.6976, -0.1880, -0.5026, -0.3435, 0.3310, 0.2294, 0.2390, 0.1684, 0.1610, 0.2518, 0.2251, 0.2165, 0.2273, 0.2181, 0.2361, 0.2740, 0.2378, 0.2377, 0.2259, 0.2288, 0.2341, 0.2374, 0.2354, 0.4273]
}

---

Record 5
{
  "formula": "C8H18N2O2",
  "method": "ωB97M-V with the def2-TZVPD basis set",
  "gap_ha": 0.340,
  "energy_ha": -575.4484,
  "smiles": "CC(C)(C)/[N+]([O-])=N\\O.C=C(C)C",
  "de_lowest_ev": 2.361,
  "lumo_ev": 0.6467,
  "species": ["C", "C", "C", "C", "N", "O", "N", "O", "H", "H", "H", "H", "H", "H", "H", "H", "H", "H", "C", "C", "C", "C", "H", "H", "H", "H", "H", "H", "H", "H"],
  "positions_angstrom": [[-2.35524, 1.91831, -0.55745], [-1.67570, 0.65866, -1.09538], [-1.83936, 0.58863, -2.60950], [-2.21385, -0.62376, -0.46022], [-0.20672, 0.76561, -0.79775], [0.56745, 0.82135, -1.75583], [0.27781, 0.81149, 0.35298], [-0.60491, 0.74298, 1.42228], [-1.92344, 2.80126, -1.02652], [-3.41556, 1.88426, -0.79288], [-2.24487, 2.00425, 0.52008], [-2.89740, 0.58406, -2.85800], [-1.37805, -0.31394, -3.00129], [-1.36802, 1.44302, -3.08751], [-3.19030, -0.84824, -0.88213], [-1.54776, -1.45616, -0.68033], [-2.31532, -0.52794, 0.61620], [-0.01793, 0.81092, 2.18734], [3.11728, 0.01763, -0.02250], [2.68865, -0.86549, 0.86127], [2.27266, -2.25817, 0.48923], [2.59873, -0.56232, 2.32912], [3.17269, -0.19915, -1.07323], [3.39013, 1.01677, 0.27080], [2.51210, -2.47511, -0.54794], [2.77343, -2.98572, 1.12938], [1.19760, -2.37753, 0.62919], [2.72796, 0.50114, 2.51858], [1.63654, -0.88974, 2.72816], [3.37561, -1.10484, 2.87068]],
  "nbo_charge": [-0.6237, 0.0790, -0.6079, -0.6231, 0.2895, -0.4702, 0.0227, -0.5736, 0.2191, 0.2178, 0.2353, 0.2098, 0.2261, 0.2336, 0.2176, 0.2197, 0.2340, 0.4974, -0.3757, 0.0121, -0.6395, -0.6459, 0.2010, 0.1889, 0.2177, 0.2079, 0.2047, 0.2114, 0.1951, 0.2193]
}

---

Record 6
{
  "formula": "C8H18N4",
  "method": "ωB97M-V with the def2-TZVPD basis set",
  "gap_ha": 0.353,
  "energy_ha": -534.6086,
  "smiles": "C[C@@H]1C=NNC1.[H]/N=C(/N)CCC",
  "de_lowest_ev": 0.000,
  "lumo_ev": 0.7846,
  "species": ["C", "C", "C", "N", "N", "C", "H", "H", "H", "H", "H", "H", "H", "H", "H", "N", "C", "N", "C", "C", "C", "H", "H", "H", "H", "H", "H", "H", "H", "H"],
  "positions_angstrom": [[4.51034, 0.95664, -0.18411], [3.66659, -0.28410, 0.15238], [2.94566, -0.92008, -1.02418], [1.68194, -0.90226, -0.87846], [1.30688, -0.21014, 0.26440], [2.49296, -0.01258, 1.12465], [4.90173, 0.87371, -1.19309], [3.93550, 1.90547, -0.02713], [5.35984, 1.04643, 0.48266], [4.30145, -1.05350, 0.58714], [3.39551, -1.36885, -1.91225], [0.50069, -0.61119, 0.74399], [2.49691, 0.98336, 1.59768], [2.50555, -0.81448, 1.89081], [-3.25248, -1.75069, 1.53476], [-2.68452, -2.05463, 0.74678], [-2.09011, -1.05612, 0.20882], [-1.30778, -1.23928, -0.92367], [-2.24440, 0.36439, 0.68100], [-2.95815, 1.30025, -0.30086], [-4.34949, 0.81444, -0.65803], [-1.10620, -2.21302, -1.10962], [-0.50707, -0.60462, -1.05704], [-2.75423, 0.35224, 1.65214], [-1.24559, 0.76584, 0.89189], [-2.99554, 2.28844, 0.17207], [-2.33531, 1.38752, -1.20911], [-4.31781, -0.17774, -1.15229], [-4.86804, 1.50142, -1.32532], [-4.98481, 0.73312, 0.22396]],
  "nbo_charge": [-0.6051, -0.2936, 0.0292, -0.2422, -0.4800, -0.2384, 0.2138, 0.2122, 0.2130, 0.2172, 0.2083, 0.3798, 0.2061, 0.1881, 0.3322, -0.7246, 0.4362, -0.8340, -0.4763, -0.3870, -0.6158, 0.3971, 0.4040, 0.2075, 0.2140, 0.2023, 0.2060, 0.2182, 0.2113, 0.2003]
}

---

Record 7
{
  "formula": "C8H18NO2PS",
  "method": "ωB97M-V with the def2-TZVPD basis set",
  "gap_ha": 0.334,
  "energy_ha": -1260.3068,
  "de_lowest_ev": 4.600,
  "lumo_ev": 0.7181,
  "species": ["C", "C", "C", "C", "C", "C", "C", "C", "N", "O", "O", "P", "S", "H", "H", "H", "H", "H", "H", "H", "H", "H", "H", "H", "H", "H", "H", "H", "H", "H", "H"],
  "positions_angstrom": [[-1.17427, -0.80975, 0.26836], [0.57026, 0.53038, -0.78704], [-1.17936, 0.36320, 1.22259], [-2.51611, 0.99034, 1.33874], [-0.71743, -0.16961, 2.63175], [2.27603, -0.62032, -2.20114], [2.41047, 2.02708, -1.48597], [2.05012, 0.53875, -1.16277], [-0.02029, -0.80215, -0.39361], [-1.79234, -3.08323, 1.89078], [-1.80531, -3.20371, -0.68681], [-2.18139, -2.38532, 0.42332], [-0.05828, 1.66659, 0.54027], [-2.53039, -0.68917, -0.70735], [-0.09713, 0.70328, -1.71636], [-3.19279, 0.22566, 1.52579], [-2.79325, 1.47642, 0.32542], [-2.64365, 1.56151, 2.27642], [-0.94239, 0.64903, 3.23089], [0.37854, -0.26642, 2.54283], [-1.17481, -1.03969, 2.94995], [3.36564, -0.72120, -2.26922], [2.03328, -0.27132, -3.12305], [1.86227, -1.59382, -1.94829], [3.42601, 2.13599, -1.38660], [1.78752, 2.53602, -0.85754], [2.08694, 2.29721, -2.38764], [2.48440, 0.30060, -0.23415], [-1.63495, -4.08217, 1.77744], [0.30806, -1.72024, -0.66462], [-3.49990, -2.00281, 0.65489]],
  "nbo_charge": [-0.1443, -0.1178, -0.1720, -0.6292, -0.6063, -0.6019, -0.5813, -0.2250, -0.6559, -1.0283, -1.1060, 1.9601, 0.1790, -0.0823, 0.1943, 0.2022, 0.2402, 0.2175, 0.2052, 0.2197, 0.2272, 0.2135, 0.2086, 0.2100, 0.2136, 0.2120, 0.2018, 0.1986, 0.5170, 0.4184, -0.0886]
}

---

Record 8
{
  "formula": "C8H18NO2S",
  "method": "ωB97M-V with the def2-TZVPD basis set",
  "gap_ha": 0.405,
  "charge": 1,
  "energy_ha": -918.7279,
  "de_lowest_ev": 0.000,
  "lumo_ev": -2.5522,
  "species": ["C", "C", "C", "C", "C", "C", "C", "C", "N", "O", "O", "S", "H", "H", "H", "H", "H", "H", "H", "H", "H", "H", "H", "H", "H", "H", "H", "H", "H", "H"],
  "positions_angstrom": [[-1.51067, 1.35256, -2.22938], [-1.25213, -0.09825, -2.53222], [-0.22954, 2.20974, -2.20898], [-0.47360, -0.85660, -1.43905], [0.23385, 2.59392, -0.79650], [2.20550, -2.92304, 1.18514], [-0.31603, -3.34955, 1.50305], [0.84053, -2.36184, 1.49524], [0.62248, -0.12299, -0.80073], [1.27149, 1.29854, 1.29364], [0.70831, -1.23790, 1.90711], [0.13887, 1.09089, 0.19122], [-2.16958, 1.65812, -2.96498], [-2.04471, 1.56245, -1.27036], [-2.28533, -0.68206, -2.51228], [-0.73981, -0.34530, -3.41212], [0.62427, 1.73056, -2.77200], [-0.40699, 3.01400, -2.78519], [-1.03958, -0.99983, -0.44631], [0.02225, -1.91484, -1.74433], [1.22382, 3.05001, -0.79697], [-0.45940, 3.39463, -0.37248], [1.99927, -3.61361, 0.39195], [2.68418, -3.32888, 2.02489], [2.78257, -2.12774, 0.75200], [0.01568, -4.42033, 1.52395], [-0.93952, -3.22385, 0.59033], [-1.02269, -3.13806, 2.37947], [1.21987, 0.41421, 1.75624], [1.39523, 0.27621, -1.42827]],
  "nbo_charge": [-0.4299, -0.4259, -0.4106, -0.2304, -0.6163, -0.7169, -0.7467, 0.6647, -0.8120, -0.8243, -0.6345, 1.3927, 0.2459, 0.2127, 0.2397, 0.2263, 0.2039, 0.2454, 0.2118, 0.2379, 0.2703, 0.2755, 0.2252, 0.2638, 0.2309, 0.2466, 0.2457, 0.2627, 0.5451, 0.4006]
}